Entry from the OMol25 dataset: a gas-phase ion, C28H36N3O2 (charge +1) (the ωB97M-V functional and the def2-TZVPD basis).

Summary:
- Kohn-Sham gap (eV) = 6.2
- SMILES = CC1=C[C@@H](C(c2ccc(N3CCOCC3)cc2)c2ccc(N3CCOCC3)cc2)C(C)=[N+]1C
- charge = +1
- E_HOMO (eV) = -10.1

Last column: natural (NBO) charge in e.
CARTESIAN COORDINATES (ANGSTROEM)
C 3.644 0.747 -1.816  -0.663
C 3.633 0.576 -0.351  0.143
C 4.209 -0.351 0.453  -0.127
C 3.930 -0.051 1.931  -0.328
C 5.154 0.026 2.867  -0.238
C 6.510 -0.376 2.193  -0.088
C 6.884 -1.719 2.091  -0.154
C 7.975 -2.112 1.311  -0.278
C 8.823 -1.145 0.745  0.194
N 9.937 -1.491 -0.059  -0.460
C 11.229 -1.141 0.528  -0.237
C 12.383 -1.314 -0.463  -0.076
O 12.310 -2.552 -1.177  -0.520
C 11.044 -2.689 -1.843  -0.075
C 9.904 -2.740 -0.822  -0.243
C 8.543 0.216 1.000  -0.250
C 7.392 0.596 1.690  -0.146
C 4.988 -0.726 4.226  -0.078
C 3.764 -0.626 4.893  -0.140
C 3.445 -1.420 5.985  -0.273
C 4.426 -2.178 6.642  0.197
N 4.086 -3.001 7.742  -0.447
C 4.773 -2.763 9.022  -0.238
C 4.446 -3.855 10.064  -0.077
O 3.049 -4.164 10.137  -0.519
C 2.548 -4.540 8.852  -0.076
C 2.680 -3.384 7.861  -0.245
C 5.743 -2.092 6.120  -0.232
C 6.009 -1.394 4.936  -0.192
C 3.087 1.208 1.754  0.488
C 2.246 1.900 2.729  -0.706
N 2.975 1.486 0.460  -0.285
C 2.188 2.576 -0.121  -0.438
H 4.208 -0.079 -2.265  0.259
H 2.632 0.767 -2.245  0.236
H 4.132 1.676 -2.142  0.241
H 4.732 -1.227 0.068  0.255
H 3.200 -0.825 2.276  0.306
H 5.343 1.095 3.128  0.230
H 6.311 -2.479 2.624  0.218
H 8.161 -3.172 1.138  0.227
H 11.206 -0.091 0.852  0.211
H 11.443 -1.786 1.407  0.175
H 12.378 -0.461 -1.169  0.167
H 13.332 -1.363 0.090  0.206
H 10.857 -1.841 -2.534  0.171
H 11.129 -3.639 -2.390  0.205
H 10.053 -3.611 -0.165  0.179
H 8.942 -2.830 -1.345  0.210
H 9.179 0.976 0.552  0.225
H 7.147 1.654 1.842  0.203
H 3.041 0.117 4.574  0.165
H 2.426 -1.418 6.355  0.221
H 4.460 -1.796 9.475  0.178
H 5.863 -2.733 8.860  0.212
H 5.034 -4.765 9.821  0.169
H 4.692 -3.490 11.076  0.207
H 1.489 -4.768 9.031  0.204
H 3.081 -5.421 8.441  0.173
H 2.066 -2.539 8.223  0.176
H 2.306 -3.718 6.882  0.212
H 6.544 -2.614 6.645  0.226
H 7.039 -1.362 4.590  0.232
H 2.280 1.301 3.641  0.254
H 2.645 2.907 2.913  0.270
H 1.193 2.004 2.411  0.262
H 1.699 3.156 0.673  0.237
H 2.801 3.274 -0.722  0.248
H 1.408 2.174 -0.794  0.242

=====

Entry from the OMol25 dataset: a molecular structure, C28H36N4O2P2Pt (the ωB97M-V functional and the def2-TZVPD basis).

Summary:
- 2S+1 = 3
- Kohn-Sham gap (alpha / beta) (eV) = 5.5 / 3.8
- E_HOMO (alpha / beta) (eV) = -6.2 / -7.9

Last column: Mulliken spin population.
CARTESIAN COORDINATES (ANGSTROEM)
Pt -0.074 -2.227 0.841  0.226
C -0.667 2.553 4.528  0.001
C -1.314 2.251 3.402  -0.001
C -0.690 1.947 2.035  0.012
C 0.560 1.061 2.083  -0.012
C 1.824 1.663 2.615  -0.004
C 2.074 2.876 3.056  0.012
C 1.044 3.937 3.284  0.000
C 0.350 3.653 4.649  0.000
C 1.377 -3.004 2.170  0.160
H -0.876 2.038 5.469  0.000
H -2.390 2.076 3.409  0.000
H -0.448 2.832 1.421  0.000
H -1.424 1.401 1.433  0.000
H 0.354 0.137 2.646  -0.012
H 0.777 0.668 1.060  0.055
H 2.620 0.904 2.644  0.004
H 3.102 3.121 3.370  0.000
H 0.305 4.023 2.483  0.000
H 1.572 4.900 3.343  0.000
H 1.109 3.402 5.417  0.000
H -0.153 4.577 4.994  0.000
H 0.884 -3.531 3.005  0.002
H 1.990 -2.222 2.661  -0.009
H 2.035 -3.723 1.663  0.000
P 1.318 -1.491 -0.687  0.358
P -2.162 -0.647 -0.528  0.007
N 2.735 -0.215 -1.067  0.040
N 1.938 -2.598 -1.835  0.009
N -2.242 1.081 -1.428  -0.004
N -3.763 -1.069 -1.452  -0.003
C 0.209 -0.576 -1.794  0.054
C -1.126 -1.318 -1.859  -0.007
C 3.844 -0.001 -0.266  0.324
C 4.759 0.835 -0.923  0.196
C 4.201 1.129 -2.206  0.091
C 2.974 0.459 -2.260  0.363
C 2.371 -3.883 -1.498  0.035
C 2.794 -4.526 -2.661  0.001
C 2.654 -3.598 -3.743  0.036
C 2.152 -2.419 -3.210  -0.010
C -2.777 2.206 -0.809  0.001
C -2.618 3.308 -1.634  0.000
C -1.936 2.876 -2.803  0.000
C -1.764 1.491 -2.672  0.001
C -4.484 -0.440 -2.470  0.000
C -5.379 -1.336 -3.048  0.000
C -5.197 -2.591 -2.376  0.001
C -4.194 -2.397 -1.424  -0.002
H 0.579 -0.440 -2.814  -0.004
H 0.133 0.424 -1.340  -0.002
H -1.585 -1.236 -2.853  0.000
H -1.041 -2.385 -1.559  -0.029
H 3.897 -0.459 0.713  0.023
H 5.711 1.186 -0.539  0.002
H 4.623 1.726 -3.007  0.001
H 2.272 0.451 -3.087  0.054
H 2.321 -4.210 -0.475  -0.005
H 3.160 -5.542 -2.729  0.000
H 2.882 -3.761 -4.793  0.002
H 1.921 -1.493 -3.709  -0.003
H -3.247 2.118 0.163  0.000
H -2.974 4.311 -1.435  0.000
H -1.598 3.458 -3.638  0.000
H -1.310 0.800 -3.358  0.000
H -4.333 0.610 -2.700  0.000
H -6.073 -1.126 -3.857  0.000
H -5.724 -3.513 -2.565  0.000
H -3.755 -3.083 -0.719  0.002
O -1.311 -2.270 2.633  0.023
C -1.000 -1.831 3.824  0.011
O 0.052 -1.387 4.271  0.001
H -1.850 -1.943 4.544  -0.001

=====

Entry from the OMol25 dataset: 8 unconnected molecules or ions with the total composition C28H36N8 (the ωB97M-V functional and the def2-TZVPD basis).

Summary:
- ΔE to the lowest compared entry with this formula, charge and spin (eV) = 0.9809
- Kohn-Sham gap (eV) = 8.7
- SMILES = c1cc[nH]c1.c1cc[nH]c1.c1cc[nH]c1.c1cc[nH]c1.c1cc[nH]c1.c1cc[nH]c1.CC#N.CC#N
- E_HOMO (eV) = -8.4

Last column: Mulliken charge in e.
CARTESIAN COORDINATES (ANGSTROEM)
C -0.381 0.715 4.884  -0.622
C -1.644 0.569 4.278  0.234
C -2.307 -0.474 4.869  -1.393
N -1.425 -1.038 5.757  0.101
C -0.276 -0.332 5.785  -0.638
H 0.347 1.431 4.542  0.480
H -1.955 1.179 3.444  0.584
H -3.301 -0.864 4.736  0.579
H -1.633 -1.801 6.375  0.219
H 0.536 -0.551 6.460  0.431
C 2.021 -4.805 5.177  -0.721
C 1.038 -4.562 4.153  -0.235
C 1.270 -3.346 3.551  -0.287
N 2.180 -2.698 4.365  0.061
C 2.715 -3.611 5.218  -0.343
H 2.122 -5.652 5.828  0.403
H 0.172 -5.147 3.873  0.429
H 0.811 -2.801 2.745  0.101
H 2.614 -1.793 4.359  0.240
H 3.470 -3.293 5.923  0.375
C -1.339 0.038 -0.787  -0.390
C -1.091 0.618 0.501  0.216
C -0.005 -0.066 1.001  -1.421
N 0.371 -1.042 0.156  0.376
C -0.482 -1.037 -0.918  -1.262
H -2.215 0.212 -1.392  0.592
H -1.632 1.375 1.041  0.508
H 0.435 0.110 1.972  0.567
H 1.058 -1.755 0.316  0.253
H -0.438 -1.823 -1.654  0.518
C -3.471 3.519 -1.356  -0.130
C -3.911 4.174 -2.502  -0.572
C -2.967 5.053 -2.939  -0.541
N -1.922 4.963 -2.027  -0.018
C -2.180 3.996 -1.097  -0.679
H -4.032 2.819 -0.760  0.476
H -4.866 4.006 -2.979  0.384
H -2.827 5.579 -3.866  0.375
H -1.209 5.668 -1.980  0.208
H -1.519 3.738 -0.289  0.431
C 4.155 1.623 -0.169  -0.332
C 5.546 1.566 -0.423  -0.536
C 5.747 0.448 -1.169  -0.547
N 4.565 -0.237 -1.295  0.000
C 3.586 0.468 -0.630  -0.649
H 3.636 2.415 0.347  0.420
H 6.240 2.286 -0.021  0.401
H 6.642 0.073 -1.640  0.387
H 4.506 -1.163 -1.672  0.214
H 2.532 0.241 -0.625  0.613
C 1.361 0.060 -4.976  -0.022
C 1.441 0.802 -6.205  -0.771
C 0.429 0.329 -6.986  -0.566
N -0.243 -0.639 -6.329  0.072
C 0.337 -0.819 -5.093  -0.836
H 2.006 0.136 -4.115  0.657
H 2.190 1.541 -6.435  0.408
H 0.180 0.546 -8.014  0.399
H -1.045 -1.109 -6.705  0.245
H -0.095 -1.478 -4.358  0.408
C -1.413 1.841 -4.071  0.487
C -2.336 0.787 -4.544  0.401
N -3.117 0.047 -4.936  -0.591
H -1.959 2.427 -3.331  -0.718
H -1.071 2.359 -4.963  0.470
H -0.570 1.402 -3.547  0.069
C -2.130 -2.829 2.267  0.211
C -3.442 -3.010 2.915  0.050
N -4.431 -3.117 3.482  -0.493
H -2.116 -1.828 1.833  0.005
H -1.887 -3.642 1.591  0.476
H -1.374 -2.797 3.054  -0.220